Record 1
2 unconnected molecules or ions with the total composition C8H13FN3 at a distorted geometry. Source: the OMol25 dataset; level of theory: ωB97M-V/def2-TZVPD.

LUMO, eV: -4.6
HOMO-LUMO gap, Eh: 0.3128
Charge: +1
Energy relative to the best compared isomer or geometry (same formula, charge and spin), kcal/mol: 116.7

Each line ends with the Löwdin charge.
Element x y z (Å)
C: 2.59247 -0.71818 -0.17901  0.093
C: 1.57868 -0.47647 0.44476  0.050
C: -0.67331 -1.66563 -0.68282  0.113
C: -3.57019 -0.56749 -1.07114  0.061
C: -1.42914 -0.73749 -0.08958  -0.370
C: -0.92526 2.80246 -0.46005  -0.004
C: 3.76536 -0.93306 -1.01716  -0.164
C: 0.51463 -0.30082 1.38597  -0.304
N: -2.71495 -0.32962 -0.17790  0.045
N: 0.94718 -0.04571 2.66024  0.201
N: -0.76771 -0.23666 1.12768  0.150
F: 4.67856 0.06891 -0.71400  0.003
H: 0.29224 -2.15366 -0.31054  0.104
H: -1.07941 -2.12837 -1.59978  0.091
H: -4.49916 -0.31907 -0.71396  0.063
H: -3.47229 -1.03579 -2.02929  0.097
H: -0.40952 2.66104 0.48831  0.019
H: -1.34394 1.79894 -0.66789  0.002
H: -1.76205 3.41850 -0.36870  0.013
H: 4.07922 -1.93368 -0.82417  0.128
H: 3.38260 -0.98414 -2.01712  0.131
H: 0.44815 0.34093 3.38039  0.084
H: 2.01261 0.19230 2.79971  0.199
H: -0.26389 3.03444 -1.19618  -0.007
H: -1.38088 0.24831 1.83223  0.200

***

Record 2
A molecular structure, C17H18BF3FeO at a distorted geometry. Source: the OMol25 dataset; level of theory: ωB97M-V/def2-TZVPD.

Spin multiplicity: 5
LUMO (alpha / beta), eV: 0.7 / -0.7
HOMO-LUMO gap (alpha / beta), Eh: 0.2445 / 0.2747
Energy relative to the best compared isomer or geometry (same formula, charge and spin), kcal/mol: 15.9

Each line ends with the Mulliken spin population.
Element x y z (Å)
C: 5.30298 1.79145 0.79519  0.000
C: 4.00208 2.44232 0.62628  0.002
C: 3.43529 3.71948 0.55019  -0.001
C: 2.12814 3.67637 1.21096  0.012
C: 2.05423 2.48201 1.81616  -0.005
B: 0.63063 -0.04240 -2.12906  0.166
F: 0.79962 1.16972 -2.65828  0.048
F: 1.46821 -0.21297 -1.02057  0.108
F: 1.56137 2.07776 2.97514  0.000
O: 2.95846 1.70355 1.24347  0.006
H: 6.18572 2.46749 0.58246  0.000
H: 5.39036 1.46317 1.87088  0.000
H: 5.32107 0.89732 0.13475  0.000
H: 3.91991 4.67532 0.25030  0.000
H: 1.27695 4.28631 1.25321  -0.002
C: -0.87222 1.50841 1.74115  -0.097
C: -0.23817 0.47614 0.86698  0.530
C: -1.13335 -0.21296 -0.10143  0.042
C: -0.79605 -0.56741 -1.54258  0.370
C: -1.97679 -0.66671 -2.31202  -0.049
C: -3.06070 -0.30477 -1.53006  0.061
C: -2.62590 -0.12713 -0.18707  0.058
Fe: -2.07744 -1.87417 -0.74886  2.007
C: -2.52225 -3.05218 0.73349  -0.028
C: -1.19746 -3.37466 0.23027  0.035
C: -1.31834 -3.70352 -1.17233  0.034
C: -2.71243 -3.61062 -1.54571  -0.024
C: -3.46777 -3.20783 -0.37280  0.098
H: -0.21318 1.70077 2.58203  0.010
H: -1.11477 2.46354 1.27356  0.038
H: -1.79132 1.08283 2.20944  0.039
H: 0.67579 0.04401 1.18802  0.077
H: 0.39527 -1.26809 -2.06339  0.424
H: -1.87913 -0.76443 -3.36910  0.007
H: -4.02626 -0.14802 -1.93760  0.010
H: -3.25508 0.22259 0.61268  0.003
H: -2.75743 -2.80367 1.75672  -0.002
H: -0.29329 -3.43099 0.82171  0.006
H: -0.51037 -4.05045 -1.80148  0.012
H: -3.12715 -3.85562 -2.51606  0.001
H: -4.53921 -3.07194 -0.31663  0.004

***

Record 3
2 unconnected molecules or ions with the total composition C9H13FNO5S at a distorted geometry. Source: the OMol25 dataset; level of theory: ωB97M-V/def2-TZVPD.

LUMO, eV: 0.0
HOMO-LUMO gap, Eh: 0.0816
Charge: -1

Each line ends with the Löwdin charge.
Element x y z (Å)
C: 1.97341 1.55595 1.68911  -0.063
C: 1.06832 0.50900 0.94027  -0.183
O: -0.06997 0.01051 1.74506  -0.088
C: -1.26162 0.10201 1.08327  -0.192
C: -2.34188 0.88919 1.66630  0.043
N: -3.58803 1.00960 1.05370  0.031
C: -3.85542 0.40738 -0.18922  -0.059
C: -2.85681 -0.39260 -0.85501  0.026
C: -1.52144 -0.57821 -0.21256  -0.024
C: -0.47985 -1.48159 -0.92662  -0.328
C: -0.02104 -2.61170 0.06496  -0.029
F: 0.55375 -0.77751 -1.51922  0.021
H: 3.05057 1.28689 1.47976  0.093
H: 1.84016 2.58016 1.24155  0.081
H: 1.80972 1.52568 2.79792  0.067
H: 1.68989 -0.38687 0.66464  0.123
H: 0.66229 0.97760 0.00996  0.121
H: -2.17014 1.38174 2.65531  0.142
H: -4.32909 1.54830 1.49486  0.150
H: -4.86973 0.54008 -0.62231  0.119
H: -3.08403 -0.87007 -1.84329  0.123
H: -1.03422 -2.00909 -1.76246  0.144
H: 0.47382 -2.23042 0.99885  0.077
H: 0.69105 -3.34571 -0.40831  0.100
H: -0.96569 -3.13330 0.40939  0.091
O: 3.72577 -0.62970 -1.67760  -0.438
S: 3.75664 0.68790 -2.36404  0.159
O: 2.84611 1.62564 -1.64837  -0.430
O: 3.29755 0.53198 -3.76166  -0.438
O: 5.13427 1.22078 -2.34688  -0.440

***

Record 4
A single C3H5NOS molecule at a distorted geometry. Source: the OMol25 dataset; level of theory: ωB97M-V/def2-TZVPD.

LUMO, eV: 0.8
HOMO-LUMO gap, Eh: 0.3505
Energy relative to the best compared isomer or geometry (same formula, charge and spin), kcal/mol: 57.4

Each line ends with the Löwdin charge.
Element x y z (Å)
C: -2.27344 -0.10935 0.03316  -0.097
C: -0.81770 -0.14907 0.00281  -0.671
C: 1.64811 0.02390 0.17811  -0.450
H: -2.75176 0.50128 0.81593  0.082
H: -2.81527 0.20423 -0.88753  0.094
H: -2.57352 -1.16349 0.25019  0.096
H: 2.53246 0.24044 -0.38200  0.081
H: 1.89297 0.04258 1.23015  0.076
N: -0.18513 -1.26100 0.05734  0.022
O: 1.16524 -1.21021 -0.20347  -0.156
S: 0.27170 1.25567 -0.06780  0.922